Record 1
Here is an isolated molecule of C5H13NO from the Open Molecules 2025 dataset. Energies are from ωB97M-V/def2-TZVPD.

Its energy is -8931.008 eV. As for the SMILES: CCCCNCO. Its LUMO energy is 0.92 eV.

Last column: Mulliken charge in e.
Cartesian coordinates (Å):
C 1.0578 -0.2544 1.3328  -0.2981
H -4.3130 0.1165 -0.7647  0.3222
H -2.1955 0.2447 -2.2271  0.2196
H -2.5249 -1.0255 -1.0830  0.2447
H 0.1423 0.7972 -2.0187  0.4151
H 2.5857 -1.9958 1.2695  0.2672
C 2.4581 -0.9324 1.6225  -1.1770
N -1.2020 0.5531 -0.4981  -0.1151
H 2.7564 -0.7927 2.6379  0.3321
C 0.1365 0.3182 -1.0288  -0.9916
H 0.5308 0.3040 2.1252  0.3574
O -3.4819 0.5649 -0.6135  -0.5323
H -1.3795 1.4838 0.0451  0.2054
H 0.1101 -0.7877 -1.2986  0.3577
H 1.0778 1.7021 0.2883  0.2398
H 2.0591 0.2147 -0.6114  0.3039
C 1.1601 0.6406 -0.0014  -0.4384
H 0.2661 -0.8738 0.8279  0.2365
H 3.1486 -0.2860 1.1661  0.4066
C -2.3926 0.0087 -1.1699  -0.3556

Record 2
Here is the ion C4H7N2O with charge +1 from the Open Molecules 2025 dataset. Energies are from ωB97M-V/def2-TZVPD.

Its energy is -9281.152 eV. As for the SMILES: [NH2+]=C/C=C\N=C\O. Its LUMO energy is -5.06 eV. As for the charge: +1.

Last column: Mulliken charge in e.
Cartesian coordinates (Å):
H -2.3571 -0.4553 -1.3462  0.4038
C -0.1208 -1.0998 0.2226  0.1665
N 1.5323 1.4161 0.0177  -0.2267
H -2.9539 0.8612 1.0832  0.3760
C -2.1893 -0.0547 -0.3492  0.2494
H 2.0499 2.2457 -0.0645  0.2245
H 0.5574 1.3408 0.0070  0.1846
N -1.0462 -0.1759 0.2073  -0.5541
H 3.0908 0.1109 -0.3160  0.3774
C 1.2665 -0.9763 0.1863  -0.7604
C 2.0349 0.1795 -0.0848  0.0968
H -0.4534 -2.0670 0.0774  0.4287
O -3.1420 0.5516 0.1974  -0.3690
H 1.7309 -1.8769 0.1618  0.4024

Record 3
Here is a structure of composition C55H41N8NiO7P from the Open Molecules 2025 dataset. Energies are from ωB97M-V/def2-TZVPD.

Its energy is -134278.224 eV. Its LUMO energy (alpha / beta) is -0.55 / -0.75 eV. As for the spin multiplicity: 3.

Last column: Mulliken charge in e.
Cartesian coordinates (Å):
H -4.6560 3.2456 1.7589  0.3410
C 3.3410 -0.9422 2.6578  -0.3962
H 2.9218 -1.4423 3.5455  0.6057
N -3.2848 -2.6496 0.2016  0.2124
O -0.0213 -0.2707 -2.4094  -0.6023
C -2.4428 1.4799 0.3994  -0.3224
C -3.9677 -5.5810 -0.1840  -0.5176
O 5.3431 -0.4362 -5.2918  -0.6293
C 4.6821 -1.2048 2.3893  -0.9257
H 3.2758 -0.4442 -4.6373  0.6031
H 4.0796 1.1634 6.3167  0.3739
C 1.4955 -0.9007 7.2485  -0.8573
H -0.0268 -1.6159 5.9297  0.5719
H 3.2139 -2.6483 -1.6716  0.3571
C -3.2519 4.7770 -1.0620  0.5577
C -3.2620 -4.7643 -1.0612  0.4435
O 6.3732 1.6330 0.6048  -0.6168
C 4.1049 1.3001 0.3770  -0.5026
C 1.0273 -0.2071 -3.2051  -0.1892
H -2.5428 -4.6548 -3.0873  0.6583
C -2.4728 -1.4984 0.2818  -0.4647
C 1.1933 -0.1525 4.9425  0.0681
Ni -0.1461 -0.0434 -0.3735  0.1712
H -5.3659 3.1838 0.0785  0.3724
H 2.1756 1.8761 1.2128  0.4088
C 0.1336 4.6765 -1.6543  -0.1204
C 2.4407 -0.0603 1.9770  0.3379
N 5.7221 0.1305 -4.2385  1.0560
C 2.3918 0.0909 -2.7275  1.2198
N 5.4021 0.9177 0.9517  0.7416
C -4.5890 -2.8414 0.9072  -1.1388
H 6.6068 -0.4046 2.0442  0.6461
H -2.4997 -1.0005 4.6401  0.2899
N -0.8933 -0.2767 3.5283  0.1457
H 1.6240 6.0895 -2.2794  0.3262
H -1.5142 0.2290 5.5153  0.5453
C -0.0275 2.7071 -2.9754  -0.2876
H 3.2436 -0.0990 8.2007  0.4149
C 2.3090 -3.2922 -1.6685  -0.2707
C 1.2044 5.0723 -2.4074  -0.7369
C 2.7025 0.5673 -1.4369  -0.5962
C 5.6227 -0.2822 1.5869  -0.0820
H -5.2468 7.3652 -0.1515  0.3810
C -2.6304 -3.5468 -0.6248  0.4422
C -4.6709 2.7205 0.8245  -1.1485
H -4.8967 7.9629 -2.5329  0.3917
C 1.0490 -0.1135 2.3886  -1.0598
H 2.7452 4.4997 -3.8324  0.4695
H -4.1911 5.4005 0.7997  0.3563
C 1.8255 4.2163 -3.3097  -0.5770
C 4.7172 0.3288 -3.1975  -0.9430
C 0.7895 -0.9415 6.0513  -0.4648
C -3.9685 -6.2257 -2.8498  -0.6800
H 1.5586 2.3456 -4.3196  0.5585
O 0.9294 -0.4222 -4.4328  -0.8394
O 6.9246 0.4602 -4.0485  -0.6498
N -1.3350 -1.6730 -0.3912  0.2988
C -4.7610 -6.9817 -2.0052  -0.4318
C 2.6891 0.9244 0.9573  0.0249
H -3.9887 -6.4335 -3.9363  0.3429
C -3.2076 -5.1687 -2.4092  -0.4624
H -5.3584 -3.2879 0.2516  0.3689
C -2.6864 3.5115 -0.6002  0.6048
C -4.7145 -6.6726 -0.6374  -0.6372
C -1.5095 2.8753 -1.0112  -1.3752
C 2.3987 -4.5583 -2.1999  -0.8709
C -1.1389 -0.1046 2.1988  -0.1758
H -2.2427 4.6588 -2.9629  0.6220
C -3.5834 6.3307 -2.9219  -0.9097
N -3.2568 2.6429 0.3240  0.0887
C 3.4453 -0.0399 -3.6347  -0.3871
H -5.4122 -7.7828 -2.3798  0.3803
C -4.4120 7.0992 -2.1065  -0.3278
C 3.1175 0.6136 6.2409  -0.7529
H 6.1123 1.1191 -1.6348  0.7481
C 2.3637 0.6525 5.0575  -0.2126
H 4.1459 2.3917 0.4539  0.3806
C 2.6538 -0.1231 7.3156  -0.3303
C -1.3623 -2.9626 -0.9131  -0.3867
H -0.8367 -5.5034 -1.9725  0.3584
H 1.1689 -1.5123 8.0655  0.4131
H 1.2946 -6.3472 -2.6908  0.3901
H 3.3715 -4.9170 -2.5990  0.3485
H 2.6789 1.2991 4.2638  0.5694
N -0.0289 -0.0705 1.4810  0.7953
C -2.9666 5.1978 -2.3878  -0.2769
C 0.0286 -4.8453 -1.8626  -0.4562
O 1.8650 0.5580 -0.3160  0.1963
H -4.8986 -1.8510 1.1848  0.4639
H -3.4297 6.6129 -3.9612  0.4025
C -4.5966 6.7657 -0.7776  -0.7314
H -0.2677 5.3031 -0.8734  0.5791
H -2.6132 0.7102 4.2117  0.3594
H -5.3496 -7.2012 0.0925  0.3366
P -2.7767 -0.0468 1.3721  -0.3831
N -1.3736 1.6042 -0.3782  0.3604
C 4.0649 0.9145 -1.0523  0.3094
H 5.2690 -1.6900 3.2079  0.4519
C 1.0638 -2.7621 -1.2844  0.5207
H -0.5817 1.8446 -3.3153  0.5802
C -0.1092 -3.5389 -1.3937  1.0785
H -4.9459 1.6946 1.0396  0.4193
O 5.1478 -1.5107 1.0277  -0.4141
C -1.9229 -0.0578 4.5640  -1.1257
C 1.2406 -5.3322 -2.2813  -0.8353
C 1.1732 3.0479 -3.5940  -0.6562
C -4.0378 5.6050 -0.2574  -0.3586
H 1.0215 -1.7633 -0.8306  -0.3691
C -0.4565 3.4016 -1.8589  0.5146
C 5.1256 0.8162 -1.9452  -0.7148
C 0.5079 -0.1977 3.6639  1.1065
H -4.4716 -3.3768 1.8288  0.3158
H -3.9155 -5.3586 0.8842  0.4031

Record 4
Here is a cluster of 10 separate species, C34H54Cl6O21 in total from the Open Molecules 2025 dataset. Energies are from ωB97M-V/def2-TZVPD.

Its energy is -154267.391 eV. As for the SMILES: C[C@H]1COC(=O)O1.C[C@H]1COC(=O)O1.C[C@H]1COC(=O)O1.C[C@H]1COC(=O)O1.C[C@H]1COC(=O)O1.C[C@H]1COC(=O)O1.C[C@H]1COC(=O)O1.ClCCCl.ClCCCl.ClCCCl. Its LUMO energy is 0.17 eV.

Last column: Mulliken charge in e.
Cartesian coordinates (Å):
C 4.4055 4.9968 1.5403  -0.2429
C -5.4982 3.1887 0.7927  -0.0938
C 5.5249 3.1271 2.3315  0.5751
Cl -0.2097 3.2871 2.4497  -0.1947
H 5.9616 0.1310 1.6245  0.1709
O -4.0055 -4.3218 1.4787  -0.3751
H -1.2373 -5.3443 -3.1033  0.3476
H -0.4038 -1.1522 2.3353  0.0851
H 3.0836 4.3329 -1.0992  0.3954
H -5.1709 -3.5931 -0.9185  0.2438
O -2.2247 -3.6226 -3.4393  -0.4446
C 1.3011 0.2526 0.6573  -0.9445
O -5.3103 -6.1268 1.9999  -0.5706
H 1.8155 0.7001 -0.1911  -0.3130
Cl 2.5110 -3.2957 -4.4855  -0.2361
C -0.7302 -1.2320 1.3077  0.4466
O 6.1496 2.4491 3.0725  -0.5195
C -1.3943 2.1623 -3.8364  0.4254
O 1.3397 0.7010 -2.4045  -0.4596
H -3.3372 -2.6044 0.6028  -0.4681
H 8.3359 -2.7073 1.6428  0.3545
O 5.2567 4.4898 2.5553  -0.4367
H 4.9753 5.8964 1.1733  0.2646
H -0.7777 -2.2445 0.8851  -0.0530
H -2.2490 2.9285 -5.6894  0.3743
C -4.8886 3.2505 2.9554  0.6708
H 0.8130 -3.9181 -0.2219  0.0494
C -0.6426 3.8600 0.7974  0.2405
H -1.5545 3.3903 0.5423  -0.0389
C -2.0758 0.3372 0.3291  0.3728
H -0.2881 -4.1719 -3.9898  0.3925
C 0.2815 0.9189 -2.9541  0.3360
C 0.0413 -0.4362 0.2302  2.2029
H -5.9867 -1.3171 -0.8027  0.2124
O -1.4859 -2.9703 -1.4725  0.2182
H -8.0182 1.6396 0.6157  0.4086
H 4.7326 -1.2593 1.9439  -0.4425
H -6.6579 -1.7145 0.8834  0.3286
H -1.1920 5.6182 -0.1056  0.3966
C -1.7097 0.6882 -4.0691  -0.5349
Cl 2.8790 -3.0488 2.7448  -0.1001
O -4.5340 3.7169 1.7365  -0.3128
C 3.3810 -2.0274 -3.4010  -0.4698
H 4.4586 -2.2878 -3.5257  0.4515
O -6.0996 -4.4748 0.6833  -0.4152
O 4.8690 -0.4891 -0.0238  0.0474
H 5.1926 4.1944 -0.3974  0.3205
H 3.3998 5.1071 2.0205  0.2591
H 3.3902 -1.3373 -1.4200  -0.6465
C 5.7525 -0.8828 -0.9947  0.3247
H 1.3029 -0.8296 3.5177  -0.5900
H 3.1717 2.6502 -0.6249  0.0572
H -7.3495 -2.5251 -0.5580  0.4244
C -1.2724 2.9192 -5.1476  -1.6699
Cl 3.3896 0.0117 4.1565  -0.1136
C -0.3725 -3.7369 -1.9808  1.5710
C 6.4494 -1.8467 0.9351  0.5269
H 2.2958 3.7357 0.4287  -0.1422
H 0.0921 3.5466 0.0288  0.0709
C -6.4586 -2.1150 -0.1092  -1.2174
H 3.2871 -2.4794 5.0591  0.4300
H 0.2206 -1.1224 -0.5788  -1.2869
O -0.0907 2.1553 -3.2867  -0.3778
C 0.1347 -4.5670 -0.7946  -1.1646
C 3.1520 3.6412 -0.2131  -0.6530
C -4.3112 -3.0186 0.9563  0.4334
C 4.5152 3.9290 0.4156  0.2873
C 5.4139 -0.7666 1.2691  0.4150
H -1.3151 5.7800 1.6753  0.3746
H -2.0599 2.6820 -3.1429  0.2737
H -2.6626 0.3316 -3.7342  0.3657
H -6.1064 4.0441 0.3852  0.3223
C -0.7701 5.3501 0.8307  -0.5991
C -7.7901 2.2418 1.4839  -1.6140
C -5.4660 -3.2472 0.0511  0.4762
H -4.6631 -2.4166 1.8049  0.3256
H 1.8854 -2.0359 -1.8758  -1.6749
C -5.1838 -5.0799 1.4252  0.5708
H -0.5593 2.4227 -5.7414  0.4309
H -6.0049 1.1267 1.2780  0.0406
O -4.3824 3.6576 3.9577  -0.5798
H 1.3798 -0.7428 5.2743  0.4653
H -8.2319 3.2008 1.3947  0.4256
H 0.3976 -3.0847 -2.4080  -0.9119
H 8.4494 -0.9941 1.2315  0.3571
H -0.7160 -4.9378 -0.2098  0.3545
H 1.9900 -0.5207 1.0343  0.1080
O -3.0008 1.1337 0.1852  -0.5885
O -0.8427 0.5769 -0.2335  0.2284
C -2.4595 -2.8096 -2.4011  0.2685
O -2.0547 -0.6508 1.2496  -0.3691
O 5.6072 -0.6416 -2.1485  -0.5525
H 7.8165 -1.4921 2.7213  0.3501
Cl 3.3879 -3.7138 -1.1964  -0.2467
O 5.0147 2.7772 1.1465  -0.1927
O 6.7414 -1.6336 -0.4832  -0.3877
H 3.2138 -1.0134 -3.7935  0.3448
H -0.9980 3.9203 -5.0463  0.4131
O -0.6654 0.0258 -3.2335  -0.0773
C 2.9637 -2.0742 -2.0056  2.5681
H -4.8043 2.6545 0.1028  -0.0249
O -5.8002 2.2866 2.9140  -0.3848
C 1.9174 -1.0097 4.4006  0.2889
H -1.5161 0.6057 -5.1213  0.3637
H -8.2755 1.7361 2.3122  0.3560
C 7.7835 -1.7786 1.6685  -1.4384
C 2.4079 -2.4592 4.4258  -0.6988
H 0.7865 -5.3465 -1.1847  0.4569
C -0.9591 -4.3599 -3.2156  -0.6783
Cl 0.8281 6.1831 0.9457  -0.1868
C -6.2869 2.1165 1.5454  0.8768
H 1.1113 1.0302 1.4020  0.1239
O -3.3982 -2.1349 -2.2688  -0.4902
H 5.9246 -2.9188 0.9789  0.1614
H 1.6270 -3.1541 4.7592  0.4011

Which value of energy does entry 4 give? -154267.391 eV

Among the records above, which one has the lowest energy? C34H54Cl6O21

What is the energy in the third record? -134278.224 eV